Below is an isolated molecule of C18H29N5O, with properties calculated with ωB97M-V with the def2-TZVPD basis set.

Summary:
2S+1 = 1
highest occupied orbital energy = -7.75 eV
E = -28635.435 eV
energy above the lowest of the compared OMol25 structures with the same formula, charge and spin = 0.00 kJ/mol

Each line ends with the Mulliken charge.
Atoms and positions in Å:
C 5.01 -1.02 1.90  -1.2382
C 4.66 -0.63 0.47  -0.3235
C 3.83 0.65 0.37  -0.6376
C 2.43 0.51 0.95  -0.1725
H 1.92 -0.33 0.47  0.2078
C 1.60 1.77 0.71  -1.1115
N 0.22 1.62 1.14  -0.1192
C -0.69 0.99 0.35  -0.6880
N -0.32 0.75 -0.90  -0.2252
C -1.18 0.21 -1.75  -0.0880
N -0.76 0.03 -3.03  -0.1302
H -1.36 -0.51 -3.64  0.3228
C 0.61 0.25 -3.43  -1.0128
H 0.93 1.19 -2.98  0.3350
C 1.55 -0.86 -2.98  0.3002
C 1.22 -2.21 -3.61  -0.5916
O 2.14 -3.22 -3.26  -0.5325
H 2.13 -3.32 -2.31  0.3107
H 1.27 -2.14 -4.70  0.3243
H 0.20 -2.52 -3.34  0.2910
H 1.49 -0.94 -1.89  -0.2019
H 2.58 -0.59 -3.24  0.3163
H 0.63 0.35 -4.52  0.4440
C -2.49 -0.15 -1.36  0.2354
C -3.35 -0.73 -2.30  -0.2309
N -4.03 -1.22 -3.09  -0.6224
C -2.88 0.10 -0.04  0.6720
C -1.98 0.66 0.84  1.2887
C -2.35 0.95 2.27  -1.1939
N -3.59 0.31 2.67  -0.0665
C -3.99 0.72 3.99  -1.0853
H -3.19 0.47 4.70  0.3158
H -4.20 1.80 4.06  0.3849
H -4.88 0.17 4.28  0.3552
C -4.62 0.52 1.67  -0.8859
C -4.26 -0.26 0.42  -0.8551
H -4.98 -0.08 -0.38  0.4935
H -4.28 -1.33 0.65  0.2788
H -5.57 0.16 2.08  0.4879
H -4.74 1.59 1.43  0.3312
H -1.57 0.58 2.94  0.5431
H -2.41 2.06 2.40  0.3224
H 0.06 1.60 2.13  0.2871
H 2.03 2.62 1.25  0.4089
H 1.57 2.00 -0.35  0.3089
H 2.48 0.31 2.02  0.2464
H 3.75 0.93 -0.68  0.3332
H 4.36 1.46 0.89  0.3466
H 5.59 -0.49 -0.09  0.3633
H 4.11 -1.45 -0.01  0.1656
H 5.66 -1.88 1.91  0.3953
H 5.51 -0.20 2.41  0.2883
H 4.11 -1.27 2.47  0.3082

Below is a cluster of 3 separate species, C18H29NO11S2 in total, with properties calculated with ωB97M-V with the def2-TZVPD basis set.

Summary:
2S+1 = 1
highest occupied orbital energy = -9.87 eV
E = -64807.512 eV

Each line ends with the Mulliken charge.
Atoms and positions in Å:
N 3.31 -0.97 3.28  -0.5524
C 2.37 -0.43 2.23  -0.0204
O 2.87 0.13 1.09  -0.4720
C 0.74 -0.52 2.32  -0.0633
C 0.08 0.18 3.66  -0.5184
C -1.18 1.17 3.32  0.4835
C -2.44 0.64 2.72  0.2004
C -2.76 -0.93 2.36  -0.0276
C -3.75 -1.63 3.50  -0.3993
O -4.34 -2.90 3.00  -0.3048
C -3.29 -3.94 2.86  0.1731
O -2.87 -4.26 1.61  -0.4589
C -3.65 1.73 2.36  0.3557
O -4.88 1.28 2.05  -0.5589
C -3.41 3.35 2.33  -0.4735
C -2.14 3.91 2.93  -0.4313
C -1.14 2.81 3.63  0.2342
O -0.22 3.22 4.55  -0.5628
H 3.28 -2.02 3.15  0.3069
H 2.97 -0.72 4.24  0.3180
H 0.21 -0.11 1.34  0.2574
H 0.45 -1.67 2.37  0.1894
H -0.23 -0.61 4.50  0.2773
H 0.93 0.87 4.13  0.3882
H -3.37 -0.97 1.34  0.1005
H -1.82 -1.63 2.27  0.0215
H -3.13 -1.81 4.48  0.2806
H -4.66 -0.90 3.76  0.2818
H -2.75 -4.49 3.74  0.3195
H -4.19 4.11 1.83  0.3066
H -1.92 5.07 2.94  0.3196
O -4.39 0.49 -3.05  -0.6681
S -3.42 -0.38 -2.42  1.1475
O -2.84 -0.09 -1.13  -0.4716
O -2.21 -0.68 -3.48  -0.2675
C -1.52 0.42 -4.05  -0.3978
C -0.55 1.05 -3.07  -0.9301
C -4.08 -2.03 -2.38  -1.0013
H -2.23 1.17 -4.43  0.3196
H -0.96 0.04 -4.91  0.2750
H -1.08 1.52 -2.24  0.2822
H 0.06 1.82 -3.56  0.3936
H 0.11 0.29 -2.64  0.2510
H -4.48 -2.28 -3.37  0.3558
H -4.88 -2.05 -1.64  0.3783
H -3.29 -2.72 -2.09  0.3231
O 3.45 0.33 -4.36  -0.6235
S 4.53 -0.39 -3.71  1.2049
O 4.29 -1.29 -2.60  -0.5858
O 5.70 0.66 -3.29  -0.2647
C 5.35 1.78 -2.48  -0.3453
C 5.15 1.38 -1.03  -0.8586
C 5.45 -1.26 -4.95  -0.9579
H 4.46 2.28 -2.88  0.3161
H 6.18 2.49 -2.55  0.2570
H 4.27 0.73 -0.92  0.2369
H 5.00 2.26 -0.40  0.3902
H 6.02 0.82 -0.67  0.2684
H 5.67 -0.58 -5.77  0.3205
H 4.84 -2.09 -5.31  0.3630
H 6.37 -1.65 -4.50  0.3183

Below is a structure of composition C18H29NO3, with properties calculated with ωB97M-V with the def2-TZVPD basis set.

Summary:
2S+1 = 1
highest occupied orbital energy = -8.32 eV
E = -26753.389 eV
energy above the lowest of the compared OMol25 structures with the same formula, charge and spin = 1698.44 kJ/mol

Each line ends with the Mulliken charge.
Atoms and positions in Å:
C -7.60 -2.27 -0.04  -1.3671
C -6.20 -1.80 0.51  -0.3627
C -5.36 -0.88 -0.49  -0.3038
C -4.16 -0.52 0.14  -0.4798
O -3.48 0.07 -0.97  -0.3246
C -2.35 0.68 -0.44  0.6790
C -1.76 0.53 0.91  -1.0406
C -0.45 1.24 0.83  0.3721
C 0.18 1.94 -0.15  -0.8099
C -0.36 1.98 -1.30  0.3081
C -1.70 1.66 -1.49  -1.0584
H -2.23 1.65 -2.57  0.2016
H 0.12 2.37 -2.20  0.4625
C 1.62 2.61 0.22  2.1237
C 1.50 3.59 1.14  -2.4277
H 1.05 3.16 2.32  0.2243
H 0.88 4.23 0.98  0.8482
H 2.45 3.98 1.54  0.4303
O 2.14 3.22 -1.10  -0.5976
H 2.88 3.54 -0.76  0.4026
C 2.56 1.42 0.52  -0.5141
H 2.18 1.11 1.73  0.3092
H 3.59 1.99 0.79  0.0756
C 2.64 0.38 -0.27  -0.5539
N 3.89 -0.32 -0.51  0.1806
C 4.27 -1.25 -1.46  -0.4216
C 5.51 -2.22 -1.23  -0.8781
H 5.76 -2.52 -2.11  0.6132
O 5.34 -2.92 0.01  -0.3856
C 5.14 -2.18 1.12  -0.7286
C 3.80 -1.27 0.83  -0.9614
H 3.57 -0.82 1.65  0.6935
H 2.99 -2.06 0.77  0.3550
H 5.01 -2.99 1.84  0.2982
H 5.87 -1.49 1.26  0.4940
H 6.36 -1.11 -1.05  0.1935
H 4.33 -0.60 -2.47  0.3083
H 3.38 -1.98 -1.40  0.3674
H 2.76 0.85 -1.41  0.1269
H 1.67 -0.15 -0.34  0.0983
H 0.11 1.04 2.09  -0.0876
H -2.28 0.20 1.80  0.4318
H -4.53 0.11 1.07  0.3214
H -3.67 -1.49 0.53  0.3348
H -6.19 -0.04 -0.87  0.2217
H -5.12 -1.64 -1.35  0.1652
H -6.50 -1.29 1.44  0.3295
H -5.64 -2.79 0.89  0.2628
H -8.22 -1.33 -0.55  0.2209
H -7.57 -2.83 -0.93  0.3685
H -8.20 -2.80 0.54  0.4802

Below is a structure of composition C18H29OSiV, with properties calculated with ωB97M-V with the def2-TZVPD basis set.

Summary:
2S+1 = 2
highest occupied orbital energy (alpha / beta) = -1.08 / -1.11 eV
net charge = -1
E = -54743.456 eV

Each line ends with the Mulliken charge.
Atoms and positions in Å:
V 0.18 0.70 0.70  1.1950
C 2.00 0.96 1.98  -0.3922
C 2.51 0.20 0.88  -0.7306
C 2.29 0.93 -0.32  -0.0486
H 2.96 -0.78 0.98  0.4697
C 1.72 2.18 0.02  -0.3430
C 1.56 2.21 1.46  -0.9936
H 1.25 3.06 2.07  0.4854
H 2.07 0.68 3.04  0.5322
H 2.59 0.63 -1.32  0.3799
H 1.52 2.99 -0.68  0.4308
C -2.02 0.76 1.42  -1.1065
C -1.30 1.93 1.83  -0.5505
C -0.97 2.65 0.65  -0.9098
H -1.21 2.28 2.87  0.3330
C -1.39 1.92 -0.48  -0.0035
C -2.06 0.75 -0.01  -0.5399
H -2.64 0.05 -0.63  0.3039
H -2.59 0.10 2.08  0.8021
H -0.59 3.68 0.61  0.4537
H -1.43 2.30 -1.51  0.6250
O 0.73 -1.37 0.42  -0.4115
C -0.28 0.34 -3.83  1.0454
C 0.30 -0.82 -3.17  -1.3492
C 0.53 1.51 -3.76  -0.9349
C -1.70 0.33 -3.88  -1.3175
C 0.67 -1.66 -0.91  -0.6776
H 1.39 -0.88 -3.35  0.4375
H -0.27 -1.73 -3.43  0.4663
H -0.11 -2.38 -1.37  -0.3320
H 1.65 -1.77 -1.49  0.0241
H 0.60 2.12 -4.64  0.4411
H 1.53 1.29 -3.42  0.2404
H 0.13 2.07 -2.93  -0.1554
H -2.17 0.31 -4.86  0.3578
H -2.01 1.24 -3.40  0.2273
H -2.11 -0.47 -3.27  0.2981
C -1.72 -2.63 1.36  -0.9591
Si -0.17 -1.95 2.04  0.6494
C -0.46 -1.02 3.71  -1.2459
C 1.44 -2.80 2.14  -0.9778
H -2.57 -1.93 1.43  0.2739
H -1.93 -3.56 1.91  0.4273
H -1.52 -2.84 0.30  0.2066
H -0.56 -1.85 4.43  0.4674
H 0.36 -0.39 4.10  0.2535
H -1.38 -0.44 3.82  0.3045
H 1.21 -3.73 2.65  0.5038
H 1.75 -2.98 1.09  0.1774
H 2.21 -2.20 2.64  0.1669

| no. | maximum force (eV/A) |
| --- | --- |
| 1 | 1.0 |
| 2 | 8.9 |
| 3 | 13.5 |
| 4 | 7.3 |